The following is a DFT calculation (wB97M-V/def2-TZVPD) of 11 unconnected molecules or ions with the total composition C25H74F3N13O13S.

XYZ file:
```
129
Properties=species:S:1:pos:R:3:mulliken_charge:R:1
O 6.0297 1.6951 3.3877 -0.380
H 6.3076 2.3360 4.0462 0.456
H 5.0766 1.5799 3.3893 0.459
H 6.3194 1.9776 2.5171 0.462
C -0.1977 -1.0011 -1.1827 0.564
F 0.5839 -0.6847 -2.2114 -0.222
F -1.4248 -1.2693 -1.6874 -0.216
F 0.3728 -2.0841 -0.5502 -0.242
S -0.2724 0.4725 0.1429 1.066
O -0.2662 1.6376 -0.7389 -0.665
O -1.5626 0.2408 0.8052 -0.638
O 0.8984 0.4127 0.9937 -0.648
C 4.0098 8.5808 -1.0563 0.676
O 4.7845 8.0845 -0.2182 -0.692
N 4.0090 9.7104 -1.6292 -0.391
N 2.9519 7.8775 -1.3450 -0.409
H 4.7845 10.3436 -1.4960 0.233
H 3.3968 9.8304 -2.4235 0.207
H 2.1791 8.4642 -1.6255 0.175
H 2.8434 6.8879 -1.1746 0.201
C -5.6049 0.6061 7.1706 0.639
O -6.0667 0.5502 8.2446 -0.624
N -6.0845 1.3557 6.2851 -0.360
N -4.5235 -0.1120 6.7711 -0.381
H -6.8450 1.9626 6.5558 0.217
H -5.6877 1.3577 5.3563 0.166
H -4.2595 -0.0213 5.8004 0.150
H -4.0039 -0.7184 7.3894 0.194
C 0.8600 -11.2988 -1.4489 0.641
O -0.1111 -11.6735 -0.7979 -0.655
N 1.8802 -12.0494 -1.6744 -0.389
N 1.1592 -10.0892 -1.8226 -0.413
H 2.7577 -11.7064 -2.0383 0.173
H 1.7404 -12.9938 -1.3449 0.222
H 2.0846 -9.7168 -1.9810 0.192
H 0.4518 -9.4055 -1.5943 0.230
C -5.4358 5.8876 -0.9214 0.684
O -6.3905 6.5661 -1.2348 -0.672
N -5.4044 4.6191 -0.8250 -0.377
N -4.2429 6.3385 -0.8754 -0.399
H -4.4923 4.1858 -0.8016 0.170
H -6.3206 4.1942 -0.8381 0.214
H -4.2093 7.3356 -0.7181 0.210
H -3.3973 5.7923 -0.7934 0.169
C 7.1590 0.9641 -3.1112 -1.281
C 7.1870 2.4676 -3.4141 0.178
C 5.8979 2.9316 -4.1530 -0.517
O 6.0045 2.6662 -5.5721 -0.325
C 5.1131 3.4021 -6.4078 -0.708
N 7.3568 2.9785 -2.0553 -0.673
H 7.3730 0.4900 -4.0691 0.335
H 6.2611 0.5972 -2.6141 0.327
H 7.9163 0.6887 -2.3772 0.344
H 7.9624 2.7252 -4.1356 0.310
H 5.8381 4.0158 -4.0582 0.314
H 5.0669 2.5080 -3.5890 0.324
H 5.2417 4.4441 -6.1148 0.325
H 4.1083 2.9805 -6.4346 0.260
H 5.4500 3.4141 -7.4443 0.260
H 7.2521 3.9708 -2.2114 0.256
H 8.3537 3.0314 -1.9020 0.275
C 4.3847 1.9901 10.0861 -1.518
C 3.0161 1.5441 9.7911 0.565
C 2.2375 2.6271 8.9660 -0.745
O 2.7152 2.9050 7.6159 -0.283
C 2.0978 3.9781 6.9698 -0.763
N 2.8450 0.2685 9.1055 -0.782
H 4.5346 2.7636 10.8393 0.348
H 4.9638 2.2170 9.1910 0.244
H 5.0590 1.2002 10.4172 0.433
H 2.5273 1.2230 10.7110 0.307
H 2.3495 3.4791 9.6365 0.367
H 1.1641 2.4393 8.9889 0.424
H 2.6886 4.3386 6.1277 0.217
H 1.7032 4.7783 7.5960 0.311
H 1.1901 3.6018 6.4981 0.321
H 3.0642 0.5373 8.1569 0.277
H 1.8628 0.0401 9.0474 0.280
C -7.9924 -3.7869 2.0743 -1.506
C -7.2811 -4.3144 0.7933 0.436
C -7.9521 -3.7069 -0.4962 -0.699
O -7.2874 -4.1723 -1.6729 -0.315
C -7.8851 -3.6428 -2.8251 -0.732
N -5.9116 -3.9421 0.8807 -0.677
H -9.0075 -4.1436 2.2488 0.372
H -8.0286 -2.6976 2.0882 0.344
H -7.5051 -4.0885 3.0015 0.383
H -7.2946 -5.4040 0.8226 0.256
H -8.0177 -2.6271 -0.3629 0.339
H -8.9997 -3.9994 -0.5669 0.399
H -8.0776 -2.5723 -2.7545 0.313
H -8.8597 -4.0902 -3.0200 0.289
H -7.2061 -3.9605 -3.6164 0.253
H -5.7294 -2.9635 1.0513 0.239
H -5.6185 -4.1884 -0.0539 0.305
C -9.1200 5.3879 -9.0396 -1.328
C -7.5126 5.3444 -9.1125 0.502
C -7.0620 3.9987 -8.5201 -0.808
O -5.6434 3.7450 -8.5559 -0.296
C -5.1393 2.5895 -7.9277 -0.801
N -6.9317 5.5898 -10.4472 -0.800
H -9.4212 4.9983 -8.0671 0.309
H -9.6011 4.7489 -9.7801 0.375
H -9.6820 6.2848 -9.3002 0.369
H -7.0537 6.1183 -8.4972 0.298
H -7.4199 3.1651 -9.1243 0.352
H -7.3746 3.8837 -7.4822 0.370
H -5.5835 1.7281 -8.4267 0.334
H -5.2133 2.4521 -6.8489 0.286
H -4.1398 2.5327 -8.3588 0.278
H -7.0845 6.5817 -10.5605 0.278
H -5.9262 5.5531 -10.3598 0.282
C 6.5002 -9.1274 3.0604 -1.334
C 6.5719 -7.6494 3.1861 0.482
C 5.7739 -6.9922 1.9865 -0.759
O 6.3172 -7.3703 0.7030 -0.353
C 7.6747 -6.9955 0.4888 -0.787
N 6.0402 -7.2169 4.4860 -0.687
H 7.1712 -9.5630 2.3201 0.273
H 5.5163 -9.4794 2.7502 0.298
H 6.6385 -9.7214 3.9639 0.424
H 7.6341 -7.4049 3.1839 0.168
H 5.7478 -5.9101 2.1154 0.361
H 4.7568 -7.3839 1.9875 0.435
H 8.4172 -7.7897 0.4115 0.242
H 8.0194 -6.2851 1.2402 0.369
H 7.6066 -6.4782 -0.4682 0.282
H 5.0542 -7.4243 4.4164 0.294
H 6.5003 -7.8756 5.0980 0.291
```

Total energy: -3384.31245 Ha
Largest force on an atom: 7.29 eV Å⁻¹
Orbital gap: 4.563 eV

---

The following is a DFT calculation (wB97M-V/def2-TZVPD) of a gas-phase ion, C8H11N2O (charge +1).

XYZ file:
```
22
Properties=species:S:1:pos:R:3:mulliken_charge:R:1
C -1.8665 1.8286 -0.1840 -0.994
N -0.9110 0.7136 -0.3597 0.170
C -1.6046 -0.5367 -0.6782 -0.395
C -1.1278 -1.6532 -0.1606 -0.353
C 0.0811 -1.5956 0.6741 -0.124
C 1.3581 -1.8430 -0.0080 -0.294
C 2.2327 -0.9333 -0.4350 -0.350
C 2.2941 0.5041 -0.1162 0.254
O 3.2394 1.1928 -0.3992 -0.543
N 1.2622 1.0510 0.6504 -0.066
C 0.0013 0.5349 0.8254 -0.839
H -2.6501 1.5240 0.5095 0.418
H -1.3493 2.6986 0.2184 0.381
H -2.3168 2.0985 -1.1394 0.362
H -0.2924 0.9430 -1.1506 0.437
H -2.4679 -0.4486 -1.3143 0.473
H -1.5944 -2.6105 -0.3417 0.455
H -0.0091 -2.0185 1.6677 0.412
H 1.5833 -2.8947 -0.1502 0.417
H 3.1262 -1.2644 -0.9468 0.422
H 1.5108 1.9352 1.0826 0.274
H -0.4992 0.7744 1.7558 0.482
```

Total energy: -495.85916 Ha
Charge: +1
SMILES: C[N@@H+]1\C=C/C=C/C=C([O-])\[NH+]=C/1
Largest force on an atom: 4.55 eV Å⁻¹
Orbital gap: 10.119 eV

---

The following is a DFT calculation (wB97M-V/def2-TZVPD) of a molecular structure, C43H37N5O5ReSSi.

XYZ file:
```
93
Properties=species:S:1:pos:R:3:mulliken_charge:R:1
Re 0.2973 0.7493 -0.0520 0.412
O -3.0283 2.2492 -6.2187 -0.571
N -3.8120 2.0715 -5.3111 0.988
O -5.0135 2.1329 -5.3905 -0.560
C -3.2426 1.8164 -3.9601 -0.260
C -4.0521 2.0931 -2.9205 -0.725
C -3.5892 1.9410 -1.5772 1.188
C -4.3909 2.2207 -0.4530 -0.963
C -3.8685 2.0559 0.8031 -1.362
C -2.5469 1.6281 0.9391 -0.183
N -1.7715 1.3582 -0.1078 0.363
C -2.2852 1.5055 -1.3629 -0.216
C -1.4398 1.1806 -2.4745 0.137
N -0.1951 0.7080 -2.1699 0.126
C 0.6070 0.3408 -3.1597 0.095
C 0.2247 0.4350 -4.4961 -1.247
C -1.0126 0.9238 -4.8211 -0.421
C -1.8964 1.3221 -3.7908 0.413
H -5.0571 2.4439 -3.1125 0.608
H -5.4088 2.5621 -0.5932 0.543
H -4.4486 2.2634 1.6907 0.617
H -2.0957 1.5061 1.9107 0.260
H 1.5842 -0.0331 -2.8894 0.584
H 0.9160 0.1223 -5.2651 0.481
H -1.3131 1.0077 -5.8523 0.623
O 3.4914 1.3505 -2.0604 -0.671
S 2.9850 1.2701 -0.7307 1.567
O 1.8417 2.2254 -0.4386 -0.867
N 2.1183 -0.0358 -0.3904 -0.061
C 2.2999 -1.4162 -0.3165 0.864
C 3.4465 -2.1378 -0.5042 -0.521
C 3.4137 -3.5429 -0.3558 -1.015
C 2.2620 -4.1981 -0.0232 -0.974
C 1.0622 -3.4704 0.1731 0.533
C -0.1684 -4.0634 0.5292 -0.718
C -1.2798 -3.2830 0.7089 -1.026
C -1.1815 -1.9009 0.5298 0.075
N -0.0474 -1.3065 0.1890 0.158
C 1.0893 -2.0765 0.0150 -0.198
C 4.3017 1.3807 0.3912 0.314
C 5.4537 2.0411 -0.0279 -0.594
C 6.5428 2.0636 0.8255 -0.815
C 6.4759 1.4172 2.0524 -0.652
C 5.3191 0.7599 2.4530 -0.778
C 4.2102 0.7465 1.6275 0.346
H 4.3727 -1.6394 -0.7599 0.637
H 4.3270 -4.1016 -0.5059 0.455
H 2.2499 -5.2731 0.0951 0.484
H -0.2217 -5.1367 0.6618 0.500
H -2.2323 -3.7102 0.9857 0.508
H -2.0448 -1.2630 0.6658 0.447
H 5.4959 2.5053 -1.0032 0.549
H 7.4491 2.5702 0.5246 0.485
H 7.3380 1.4244 2.7062 0.466
H 5.2797 0.2642 3.4124 0.520
H 3.2979 0.2507 1.9319 0.127
C -0.1085 0.7440 5.9469 -1.797
C -0.0496 0.3591 4.4630 2.101
C 0.8820 -0.8473 4.2733 -1.411
C -1.4607 -0.0645 4.0394 -1.630
Si 0.5523 1.7506 3.3330 -0.802
O 0.4598 1.0425 1.8089 1.654
C 2.2701 2.3834 3.6897 0.923
C 3.0714 1.9811 4.7597 -0.127
C 4.2803 2.6102 5.0262 -1.122
C 4.7200 3.6437 4.2134 -0.537
C 3.9475 4.0513 3.1331 -0.784
C 2.7334 3.4330 2.8845 -0.405
C -0.5263 3.2805 3.2617 1.080
C -0.8959 3.9003 4.4625 -0.698
C -1.6218 5.0819 4.4710 -0.955
C -1.9773 5.6889 3.2744 -0.772
C -1.5820 5.1216 2.0729 -0.710
C -0.8635 3.9332 2.0747 0.130
H -0.3532 -0.1405 6.5426 0.532
H -0.8895 1.4801 6.1361 0.430
H 0.8323 1.1425 6.3263 0.242
H 0.5073 -1.7015 4.8454 0.561
H 1.8996 -0.6499 4.6144 0.233
H 0.9329 -1.1494 3.2221 0.048
H -1.8321 -0.8445 4.7107 0.635
H -1.4653 -0.4808 3.0273 0.023
H -2.1691 0.7674 4.0943 0.277
H 2.7556 1.1774 5.4128 0.150
H 4.8746 2.2974 5.8751 0.453
H 5.6576 4.1404 4.4273 0.452
H 4.2813 4.8657 2.5029 0.510
H 2.1255 3.7878 2.0579 0.366
H -0.5933 3.4740 5.4104 0.312
H -1.8967 5.5394 5.4121 0.477
H -2.5378 6.6142 3.2806 0.428
H -1.8153 5.6154 1.1378 0.511
H -0.5211 3.5359 1.1229 0.146
```

Total energy: -3076.29830 Ha
Charge: +2
Spin multiplicity: 4
Largest force on an atom: 0.20 eV Å⁻¹
Orbital gap (alpha / beta): 6.988 / 6.015 eV

---

The records above yield relative energy (zero: lowest compared OMol25 entry of this formula, charge and spin) values of 230.1; 77.4; 0.0 kcal per mole, respectively.